Record 1
15
Properties=species:S:1:pos:R:3:forces:R:3:lowdin_charge:R:1 method="wB97M-V/def2-TZVPD" e_tot_ha=-399.7718 homo_ev=-9.374 lumo_energy_ev=0.72 gap_ha=0.3711 relative_energy_kcal_mol=121.6 fmax_ev_per_a=3.0 mol_weight_g_mol=113.116 smiles="O[C@H]1C[C@@H]2C=NO[C@@H]12"
O -0.402083 2.061828 0.836240 -0.381 2.935 -0.438 0.046
C -0.039379 0.800086 1.101463 1.535 -0.193 0.785 -0.365
C -0.933255 -0.385406 0.853732 -0.334 -1.245 -0.765 -0.052
C -0.333441 -0.453367 -0.550119 2.437 -0.536 0.242 -0.205
C 0.429399 -1.228698 -1.588646 -0.860 0.577 1.503 -0.086
N 1.487772 -0.574076 -1.887430 0.301 -1.167 -1.180 0.062
O 1.728086 0.482955 -1.008259 0.356 0.593 0.365 -0.050
C 0.951112 0.151298 0.109518 -1.773 -1.547 -1.147 -0.226
H -1.216924 2.326371 0.431785 -0.670 -0.704 -0.463 0.105
H 0.390323 0.907445 2.051701 0.593 -0.520 1.704 0.129
H -1.985475 -0.264108 0.863537 -1.037 0.234 0.324 0.107
H -0.645669 -1.285345 1.361939 0.043 -0.137 0.916 0.117
H -0.868228 0.219095 -1.171931 -0.431 1.444 -0.378 0.135
H -0.026476 -2.066242 -2.063266 0.648 -0.449 -1.064 0.108
H 1.464238 -0.691835 0.659735 -0.427 0.714 -0.404 0.175



Record 2
21
Properties=species:S:1:pos:R:3:forces:R:3:lowdin_spin:R:1 method="wB97M-V/def2-TZVPD" e_tot_ha=-308.1133 homo_ev="-13.877 / -13.859" lumo_energy_ev="-2.76 / -7.19" gap_ha="0.4084 / 0.2451" relative_energy_kcal_mol=5.1 fmax_ev_per_a=1.2 charge=+1 mol_weight_g_mol=102.181 multiplicity=2
N 2.224345 1.059255 0.750204 0.187 0.336 0.209 0.007
C 1.283013 2.047825 0.177363 0.774 -0.180 0.736 0.022
C 0.326059 1.275231 -0.704979 0.263 -0.441 -0.348 0.075
N -0.470929 0.346651 0.054005 -0.873 0.274 -0.734 0.674
C 0.075317 -2.013514 0.306381 0.240 0.114 0.380 0.057
C -0.813900 -0.985528 -0.410840 -0.042 0.066 -0.050 0.071
C -2.311538 -1.211323 -0.243517 -0.135 0.011 0.144 0.017
H 2.354029 1.215089 1.746048 -0.228 -0.048 -0.093 0.001
H 3.157930 1.193805 0.375547 -0.122 -0.144 -0.221 0.000
H 1.817331 2.797099 -0.411759 -0.328 0.022 -0.046 0.001
H 0.782094 2.552177 1.007130 -0.200 0.121 -0.267 0.000
H -0.379765 1.882718 -1.288149 -0.061 0.245 0.189 0.040
H 0.901363 0.697858 -1.424297 0.058 -0.076 -0.053 0.002
H -1.153117 0.780431 0.679888 0.346 -0.175 0.387 0.013
H -0.141818 -3.004333 -0.076012 0.002 -0.043 -0.266 0.006
H -0.118958 -2.039206 1.374730 -0.131 0.131 0.139 0.000
H 1.125880 -1.762375 0.168609 -0.004 -0.112 -0.071 0.000
H -0.544378 -0.995874 -1.466235 0.128 -0.041 -0.108 0.013
H -2.882873 -0.812382 -1.072847 0.018 0.330 -0.147 0.000
H -2.682101 -0.756537 0.677996 -0.025 -0.142 0.059 0.001
H -2.547986 -2.267067 -0.219264 0.132 -0.249 0.162 0.002



Record 3
100
Properties=species:S:1:pos:R:3:forces:R:3:lowdin_spin:R:1 method="wB97M-V/def2-TZVPD" e_tot_ha=-5292.0807 homo_ev="-11.861 / -11.853" lumo_energy_ev="-5.66 / -7.59" gap_ha="0.2280 / 0.1566" relative_energy_kcal_mol=0.0 fmax_ev_per_a=0.9 charge=+2 mol_weight_g_mol=998.064 multiplicity=2
Ir 0.208369 -0.336066 0.061246 -0.591 0.446 0.457 0.142
Br -2.192683 -4.626487 5.602545 -0.011 -0.015 0.016 0.000
C -1.500503 -3.853930 4.032021 -0.033 0.058 -0.005 0.000
C -0.573084 -4.558261 3.256987 0.041 -0.012 -0.049 0.001
C -0.052740 -4.002804 2.111601 -0.037 -0.082 0.068 0.000
C -0.422850 -2.717681 1.688561 -0.064 0.121 -0.229 0.001
O 0.074803 -2.280845 0.546503 0.347 -0.350 0.182 0.014
C -1.364076 -2.006855 2.472757 -0.012 0.056 -0.015 0.001
C -1.795028 -0.671234 2.214774 0.035 -0.017 0.043 0.001
N -1.349607 0.127378 1.300746 -0.023 -0.005 -0.175 0.000
C -1.670496 1.514586 1.299842 -0.033 -0.056 -0.016 0.000
C -2.560072 2.145684 2.130484 -0.026 0.006 -0.023 0.000
C -2.818368 3.524301 1.991276 -0.001 -0.007 0.002 0.000
C -2.215919 4.258077 1.010506 -0.009 0.003 -0.013 0.000
C -1.296524 3.637672 0.134401 0.013 0.004 0.016 0.000
C -0.689146 4.307895 -0.951773 -0.019 0.009 -0.020 0.000
C 0.131818 3.617660 -1.795386 0.002 0.002 -0.014 0.000
C 0.415784 2.271057 -1.518692 0.054 0.009 0.050 0.000
N -0.080333 1.634379 -0.480538 0.067 -0.035 0.097 0.004
C -0.993775 2.276841 0.317940 0.001 0.012 -0.001 0.000
C -1.891897 -2.603476 3.640373 -0.006 -0.067 0.020 0.000
H -0.262428 -5.546879 3.567989 -0.001 -0.002 -0.001 0.000
H 0.662818 -4.552062 1.513895 0.006 0.004 0.000 0.000
H -2.546665 -0.290510 2.900212 0.036 0.007 0.032 0.000
H -3.089436 1.605512 2.902416 -0.007 0.002 -0.003 0.000
H -3.521684 3.993096 2.665412 0.001 -0.002 0.003 0.000
H -2.441277 5.308610 0.883780 0.008 0.002 0.001 0.000
H -0.906761 5.355200 -1.119185 0.004 0.002 0.007 0.000
H 0.579704 4.084508 -2.660620 0.008 0.001 0.006 0.000
H 1.067407 1.704423 -2.168956 0.100 -0.014 0.018 0.000
H -2.605277 -2.051811 4.240023 0.006 0.009 0.000 0.000
C 5.090794 -2.365646 -0.694677 0.021 0.011 -0.008 0.003
N 3.646855 -2.137478 -0.641470 -0.075 0.043 -0.040 0.013
C 2.821314 -3.315544 -0.895516 -0.009 -0.027 -0.016 0.003
C 3.122679 -0.919939 -0.525208 -0.045 -0.018 -0.003 0.030
N 1.844568 -0.681328 -1.061652 0.443 -0.229 -0.588 0.244
C 1.644721 -0.890063 -2.397471 0.166 0.069 0.479 0.076
C 2.682132 -0.944070 -3.353853 0.024 -0.051 -0.256 0.032
C 2.380244 -1.146059 -4.673734 0.166 0.034 0.183 0.041
C 1.038891 -1.287335 -5.080316 -0.250 -0.022 0.020 0.091
C 0.012717 -1.230306 -4.168017 0.086 -0.089 -0.207 -0.004
C 0.286699 -1.040234 -2.804338 -0.392 0.046 0.170 0.105
N -0.677274 -0.939091 -1.824601 0.383 -0.193 -0.119 0.119
C -1.840024 -1.629041 -1.958856 -0.405 -0.020 -0.256 0.023
N -2.993568 -1.032636 -1.636232 0.131 0.014 0.141 0.012
C -4.110616 -1.751343 -1.032704 -0.040 -0.009 -0.011 0.002
C -3.171474 0.406905 -1.749913 0.030 0.044 -0.030 0.003
N -1.884335 -2.892971 -2.408893 0.112 0.120 0.024 0.016
C -2.997422 -3.399831 -3.207400 -0.050 -0.011 0.031 0.003
C -0.766066 -3.814946 -2.274005 0.064 -0.001 -0.025 0.001
N 3.781879 0.042565 0.092364 -0.013 -0.020 -0.009 0.010
C 3.492394 1.454252 -0.123075 -0.081 0.038 0.010 0.003
C 4.658957 -0.227943 1.234196 0.012 -0.003 0.038 0.002
H 5.282218 -3.067405 -1.506102 -0.003 -0.001 -0.002 0.001
H 5.472643 -2.792918 0.231719 -0.004 -0.004 0.001 0.000
H 5.610487 -1.435823 -0.908471 0.003 0.000 0.010 0.000
H 2.776033 -3.535895 -1.964717 0.013 -0.007 0.000 0.000
H 1.828048 -3.157021 -0.490349 -0.082 0.007 0.016 0.000
H 3.278386 -4.160164 -0.381962 -0.002 0.001 -0.004 0.000
H 3.710842 -0.804986 -3.044973 -0.009 0.012 0.018 0.000
H 3.171950 -1.177086 -5.409295 -0.010 -0.002 -0.014 0.001
H 0.811589 -1.424219 -6.128929 0.012 0.004 -0.003 0.004
H -1.014713 -1.313569 -4.499206 -0.002 0.005 -0.002 -0.002
H -4.981990 -1.760464 -1.688524 0.000 -0.013 0.003 0.000
H -4.383947 -1.246182 -0.104561 0.006 0.020 -0.018 0.001
H -3.821698 -2.770777 -0.796664 0.015 0.001 0.010 0.000
H -2.369754 0.837091 -2.344473 0.016 0.004 0.032 0.001
H -3.197947 0.882199 -0.771527 0.013 0.025 0.107 0.001
H -4.123566 0.599181 -2.246339 0.013 0.003 -0.022 0.001
H -3.691261 -2.600284 -3.447195 0.011 -0.001 -0.018 0.000
H -3.528619 -4.198079 -2.688152 -0.011 0.008 -0.001 0.000
H -2.593983 -3.803412 -4.137864 0.017 -0.008 0.015 0.001
H -0.133646 -3.491082 -1.456687 0.085 0.038 0.080 0.000
H -0.191387 -3.888035 -3.200507 -0.019 0.010 -0.020 0.000
H -1.167011 -4.799671 -2.034098 0.009 0.002 0.001 0.000
H 3.147546 1.611664 -1.137906 -0.083 0.035 -0.100 0.000
H 4.419950 2.008477 0.010138 -0.005 -0.002 -0.004 0.000
H 2.752044 1.801485 0.598964 -0.006 -0.001 0.000 0.000
H 5.709147 -0.091347 0.978381 -0.003 0.006 -0.004 0.000
H 4.486346 -1.234314 1.601726 0.001 -0.005 0.011 0.000
H 4.383957 0.471459 2.022340 -0.011 -0.006 0.010 0.001
C 2.058579 0.182351 10.907306 -0.027 0.023 -0.002 0.000
C 1.884284 0.235536 9.414837 0.010 -0.080 0.019 0.000
O 0.837174 0.177569 8.837543 -0.010 0.015 0.010 0.000
S 3.468847 0.392644 8.561994 0.019 0.040 0.008 0.000
C 2.936812 0.335428 6.878358 0.017 -0.042 -0.038 0.000
C 2.023916 1.256077 6.374680 0.002 0.023 -0.002 0.000
C 1.626336 1.181858 5.053360 0.029 0.054 -0.006 0.000
C 2.144097 0.199452 4.204646 -0.061 0.082 0.040 0.001
C 3.073846 -0.706987 4.713379 -0.016 -0.031 -0.021 0.000
C 3.460151 -0.643917 6.041933 -0.007 0.017 0.013 0.000
C 1.673117 0.115269 2.849513 0.110 -0.100 -0.061 0.003
C 1.238892 0.009431 1.723203 -0.167 0.075 -0.011 -0.003
H 1.087305 0.045600 11.374999 0.000 0.002 0.000 0.000
H 2.510723 1.111236 11.256439 0.008 0.003 0.007 0.000
H 2.725159 -0.635969 11.179899 -0.003 0.005 -0.008 0.000
H 1.618807 2.022350 7.020481 0.011 -0.009 -0.002 0.000
H 0.911372 1.895102 4.663317 -0.008 -0.011 0.001 0.000
H 3.469845 -1.487264 4.076507 -0.006 -0.014 -0.026 0.000
H 4.159720 -1.367120 6.439828 0.003 -0.001 -0.001 0.000



Record 4
2
Properties=species:S:1:pos:R:3:forces:R:3:lowdin_charge:R:1 method="wB97M-V/def2-TZVPD" e_tot_ha=-1.1608 homo_ev=-14.446 lumo_energy_ev=2.57 gap_ha=0.6255 relative_energy_kcal_mol=0.0 fmax_ev_per_a=0.2 mol_weight_g_mol=2.016 smiles=[H][H]
H 0.000000 0.000000 0.373825 0.000 0.000 -0.231 0.000
H 0.000000 0.000000 -0.373825 0.000 0.000 0.231 0.000